Density functional theory data (wB97M-V/def2-TZVPD) for a molecular structure, C35H45BF2IN6O4P in a non-equilibrium geometry.

- charge = 0
- orbital gap (eV) = 9.125
- maximum force (eV Å⁻¹) = 2.900

Positions of all 95 atoms, in Å:
C 1.26 -0.47 -1.03
C 1.46 -1.34 -2.27
C 2.81 -1.19 -2.99
P 2.93 0.24 -4.14
I 2.78 -1.42 -6.20
C 4.64 0.71 -4.75
O 5.63 -0.07 -4.15
C 6.37 -0.94 -4.98
C 6.24 -2.37 -4.46
B 1.42 0.98 -5.11
O 1.70 1.92 -6.09
C -0.07 0.52 -4.89
C -0.79 1.12 -3.65
N 2.92 1.47 -2.75
C 2.59 2.82 -3.07
O 1.72 3.42 -2.48
F 3.27 3.43 -4.04
C 4.04 1.49 -1.91
O 4.31 0.76 -1.00
F 4.86 2.54 -2.17
H 0.65 -1.05 -0.34
H 0.70 0.43 -1.21
H 2.18 -0.26 -0.50
H 1.43 -2.37 -1.93
H 0.61 -1.22 -2.92
H 2.95 -2.09 -3.56
H 3.60 -1.21 -2.26
H 4.60 0.61 -5.82
H 4.85 1.76 -4.56
H 7.43 -0.70 -4.97
H 6.05 -0.93 -6.01
H 7.12 -2.96 -4.67
H 6.19 -2.28 -3.38
H 5.32 -2.83 -4.77
H 1.41 2.78 -5.75
H -0.07 -0.56 -4.88
H -0.62 0.79 -5.78
H -1.37 0.33 -3.18
H -0.15 1.50 -2.88
H -1.51 1.86 -3.98
N -1.65 2.86 -1.45
C -0.90 3.89 -1.06
C -1.27 4.76 -0.04
C -2.48 4.55 0.60
C -3.27 3.48 0.21
C -2.81 2.67 -0.82
H 0.04 4.01 -1.58
H -0.62 5.58 0.25
H -2.81 5.21 1.40
H -4.22 3.28 0.68
H -3.39 1.82 -1.17
N 0.57 -2.10 1.73
C -0.38 -2.82 2.33
C -0.62 -2.80 3.69
C 0.16 -1.98 4.48
C 1.16 -1.23 3.89
C 1.32 -1.32 2.51
H -0.97 -3.45 1.66
H -1.41 -3.41 4.12
H 0.00 -1.94 5.55
H 1.79 -0.58 4.47
H 2.08 -0.74 2.00
N 2.15 1.22 6.17
C 2.91 2.10 6.82
C 2.53 3.41 7.06
C 1.30 3.84 6.60
C 0.49 2.94 5.92
C 0.97 1.65 5.74
H 3.87 1.73 7.16
H 3.19 4.08 7.60
H 0.97 4.86 6.76
H -0.48 3.23 5.54
H 0.37 0.91 5.22
N -4.34 -0.27 -2.34
C -4.99 0.44 -3.25
C -6.19 0.04 -3.82
C -6.74 -1.16 -3.42
C -6.07 -1.91 -2.47
C -4.88 -1.42 -1.96
H -4.52 1.38 -3.54
H -6.68 0.66 -4.56
H -7.67 -1.51 -3.84
H -6.46 -2.86 -2.13
H -4.32 -1.97 -1.21
N -2.95 -3.44 6.29
C -2.95 -4.31 7.29
C -4.08 -5.01 7.71
C -5.27 -4.79 7.04
C -5.29 -3.88 5.99
C -4.11 -3.24 5.66
H -2.00 -4.45 7.79
H -4.02 -5.71 8.53
H -6.17 -5.31 7.34
H -6.20 -3.68 5.45
H -4.08 -2.53 4.84